# 1
87
Properties=species:S:1:pos:R:3 method="wB97M-V/def2-TZVPD" spin_multiplicity=3 lumo_energy_ev="0.13 / 0.16" homo_lumo_gap_ev="5.5 / 9.2" homo_energy_ev="-5.355 / -9.052" charge=0 relative_energy_ev=2.289
Ti -0.36050 0.35250 0.05080
C -0.98730 -2.07910 0.38950
C -1.12250 -1.90840 -0.99840
C -0.16690 -2.45700 -1.85330
C 0.90050 -3.17170 -1.34120
C 1.03960 -3.33490 0.03640
C 0.10190 -2.79770 0.89480
H -1.82590 -1.83450 1.03280
H -2.03040 -1.47420 -1.40770
H -0.27990 -2.35190 -2.92430
H 1.62220 -3.62040 -2.00800
H 1.86700 -3.90740 0.42920
H 0.18470 -2.97150 1.96050
O -3.27920 1.77940 2.12870
C -2.54420 1.68120 1.16370
O -2.05660 0.59710 0.71100
C -2.03710 2.97960 0.48150
C -0.65120 3.25800 1.09580
C -0.22900 4.70380 0.79620
C 0.10200 4.61600 -0.70370
C -0.15920 3.12860 -0.97480
O 0.21140 2.48710 0.25630
C -1.67020 2.85830 -1.01490
C -1.90660 1.43800 -1.61990
O -3.01100 1.12240 -2.01360
O -0.84350 0.73080 -1.74670
H -2.76260 3.76680 0.69000
H -0.55520 2.96220 2.14490
H 0.65100 4.97600 1.37580
H -1.02730 5.40650 1.02040
H 1.13970 4.87640 -0.91460
H -0.53950 5.24340 -1.31880
H 0.39860 2.70210 -1.81560
H -2.23100 3.56920 -1.62420
C 2.45190 1.47230 2.44370
C 1.21330 0.78660 2.88840
N 0.22180 0.28390 2.16280
C -0.68670 -0.21240 3.06990
C -0.23760 -0.02250 4.33720
N 0.96510 0.61290 4.21290
H 2.40910 1.71380 1.38590
H 3.31520 0.82670 2.60570
H 2.59470 2.38920 3.01570
H -1.62600 -0.63950 2.77660
H -0.66580 -0.27820 5.28460
H 1.57210 0.89290 4.96550
C 5.62440 -0.76940 -0.45270
C 5.71970 -0.78790 -1.98120
C 7.17680 -0.54800 -2.39690
C 5.31660 -2.19630 -2.42150
Si 4.52320 0.53060 -2.78630
Br 1.97200 -0.04920 -0.60840
C 3.69200 0.09050 -4.50430
C 2.71610 -1.07980 -4.33930
C 2.87740 1.27280 -5.03720
C 4.74240 -0.26790 -5.56510
C 4.95650 2.41510 -2.46000
C 3.69040 3.27960 -2.48570
C 5.57880 2.58630 -1.07160
C 5.95200 2.94480 -3.49990
H 6.26970 -1.54440 -0.04100
H 4.60100 -0.95850 -0.14800
H 5.93320 0.18140 -0.03750
H 7.81410 -1.32110 -1.96850
H 7.53880 0.41310 -2.04160
H 7.28840 -0.57990 -3.47820
H 5.95450 -2.93010 -1.93030
H 5.42800 -2.32920 -3.49370
H 4.28790 -2.38940 -2.13380
H 1.98110 -0.85180 -3.57270
H 3.22800 -1.99340 -4.06160
H 2.19690 -1.25670 -5.28080
H 2.11040 1.56040 -4.32350
H 2.38350 0.98580 -5.96520
H 3.51260 2.12790 -5.25420
H 5.33020 -1.13340 -5.27180
H 5.42020 0.56500 -5.73980
H 4.24860 -0.50480 -6.50730
H 2.94570 2.86930 -1.80780
H 3.26430 3.33650 -3.48020
H 3.93270 4.29530 -2.17200
H 4.89660 2.22840 -0.30610
H 5.78500 3.64120 -0.88990
H 6.51730 2.04780 -0.98560
H 5.54090 2.89840 -4.50480
H 6.87290 2.36720 -3.48120
H 6.19860 3.98540 -3.28940



# 2
17
Properties=species:S:1:pos:R:3 method="wB97M-V/def2-TZVPD" spin_multiplicity=1 lumo_energy_ev=0.99 homo_lumo_gap_ev=9.7 homo_energy_ev=-8.671 charge=0 smiles=CSC.CC relative_energy_ev=1.843
C 0.74137 -0.22188 0.23996
S 1.03479 -0.59180 -1.63874
C 2.19030 -2.14955 -1.21017
H 1.63413 -0.24462 0.79008
H 0.29179 0.72020 0.47558
H 0.10890 -1.03245 0.60498
H 2.79284 -1.80652 -0.55144
H 2.74140 -2.65791 -1.94971
H 1.51478 -2.79341 -0.71745
C -1.90507 1.23415 1.51718
C -2.91095 2.26988 2.14012
H -1.06889 1.73028 1.10124
H -1.54244 0.77087 2.37754
H -2.08811 0.47665 0.83332
H -3.64120 1.62687 2.59159
H -3.48276 2.99223 1.54887
H -2.51092 2.89107 2.99281



# 3
49
Properties=species:S:1:pos:R:3 method="wB97M-V/def2-TZVPD" spin_multiplicity=1 lumo_energy_ev=2.29 homo_lumo_gap_ev=5.4 homo_energy_ev=-3.153 charge=-1 relative_energy_ev=2.187
Pd -0.05027 -0.14769 0.59254
C 3.23367 -1.85932 0.18040
C 3.26032 -0.37680 0.06763
N 2.22576 0.38420 -0.00438
C 2.53642 1.72363 -0.02589
C 3.87382 1.98129 -0.01636
S 4.77025 0.52091 0.06484
C 1.47197 2.72365 0.02785
C 1.64471 4.04399 0.31060
S 0.13627 4.84888 0.33844
C -0.66038 3.32238 -0.04534
N 0.16664 2.34371 -0.17192
C -2.13940 3.29407 -0.16126
H 2.20158 -2.17909 0.04625
H 3.58345 -2.17337 1.16494
H 3.87459 -2.32262 -0.57138
H 4.38252 2.93005 -0.04214
H 2.55404 4.57879 0.52795
H -2.49359 4.06275 -0.84962
H -2.58113 3.47129 0.82090
H -2.43931 2.30966 -0.49430
F -3.71845 1.26623 2.43356
C -4.14777 0.16647 1.80279
F -5.11734 0.56455 0.95648
F -4.71955 -0.63118 2.71416
S -2.75959 -0.74043 0.91167
O -2.46146 0.18295 -0.15486
O -3.39629 -1.96244 0.50826
N -1.78929 -1.01228 2.10908
S -1.01451 0.13410 2.90207
O -1.45013 0.10806 4.27233
O -0.89990 1.46081 2.34985
C 0.72102 -0.62443 3.06902
F 1.69581 0.22607 2.70749
F 0.96347 -0.90730 4.36920
F 0.89768 -1.78659 2.41556
C 0.12561 -2.36657 -3.73234
C -0.99948 -3.02794 -2.92373
C -0.93465 -2.24161 -1.61922
O 0.45880 -2.06271 -1.38568
C 1.02027 -1.72737 -2.64558
H -0.27651 -1.60076 -4.39613
H 0.67685 -3.08344 -4.34111
H -0.77951 -4.08197 -2.74466
H -1.97429 -2.95162 -3.40384
H -1.36058 -2.75005 -0.76022
H -1.41666 -1.26967 -1.74591
H 2.03784 -2.12367 -2.67225
H 1.06666 -0.63754 -2.75570



# 4
57
Properties=species:S:1:pos:R:3 method="wB97M-V/def2-TZVPD" spin_multiplicity=1 lumo_energy_ev=-2.35 homo_lumo_gap_ev=8.9 homo_energy_ev=-11.232 charge=+1 smiles="O=C(CNCCC1=CCCCC1)Nc1ccccc1[NH+]1CCCCC1" relative_energy_ev=0.111
O -1.29015 1.02092 -1.72828
C -0.57049 0.03368 -1.88072
C 0.46889 -0.04089 -2.98330
N 1.41515 -1.11227 -2.72128
C 2.65329 -0.66876 -2.07618
C 2.40466 -0.22103 -0.63874
C 3.63380 0.21658 0.12200
C 4.85888 0.26717 -0.38019
C 6.07000 0.68834 0.39298
C 5.81166 0.71356 1.89566
C 4.48065 1.40085 2.17038
C 3.34910 0.58250 1.55657
N -0.61539 -1.09205 -1.15500
C -1.35169 -1.56200 -0.06244
C -1.01494 -2.85664 0.35282
C -1.64703 -3.46944 1.41244
C -2.64613 -2.79777 2.09906
C -2.99061 -1.52001 1.70790
C -2.36056 -0.89148 0.63882
N -2.77729 0.46171 0.29523
C -2.47290 1.44568 1.36105
C -2.70672 2.85283 0.82728
C -4.15209 3.00478 0.36217
C -4.46689 1.93970 -0.68450
C -4.19773 0.55196 -0.11730
H 0.93911 0.94680 -3.08478
H -0.08087 -0.23025 -3.91079
H 1.65190 -1.59431 -3.58055
H 3.33878 -1.51754 -2.07626
H 3.11654 0.15470 -2.63723
H 1.94295 -1.04394 -0.08202
H 1.69309 0.61274 -0.63735
H 5.04927 0.01106 -1.41205
H 6.36986 1.68452 0.05065
H 6.89640 0.01223 0.16186
H 5.77458 -0.30826 2.27845
H 6.62296 1.23483 2.40467
H 4.49144 2.39818 1.72645
H 4.31893 1.50970 3.24397
H 3.20873 -0.33781 2.13425
H 2.41107 1.14349 1.61232
H 0.13108 -1.72455 -1.48618
H -0.23732 -3.38127 -0.18187
H -1.36200 -4.46759 1.70277
H -3.15051 -3.26255 2.92994
H -3.76609 -0.99846 2.24578
H -2.20246 0.78388 -0.57005
H -1.43206 1.31105 1.66351
H -3.11315 1.25400 2.22507
H -2.48132 3.57311 1.61298
H -2.03055 3.04217 -0.00856
H -4.30234 3.99632 -0.06150
H -4.82828 2.90041 1.21284
H -5.51082 2.00239 -0.98956
H -3.84684 2.09858 -1.56876
H -4.38587 -0.21947 -0.86697
H -4.84063 0.36385 0.74537



# 5
129
Properties=species:S:1:pos:R:3 method="wB97M-V/def2-TZVPD" spin_multiplicity=1 lumo_energy_ev=0.29 homo_lumo_gap_ev=9.1 homo_energy_ev=-8.842 charge=0
C 3.87000 1.32248 1.14108
C 4.07222 2.41078 2.21373
C 4.10799 3.84563 1.64358
C 3.50682 4.90142 2.59479
C 2.22016 5.55557 2.03619
C 1.17609 5.84878 3.11722
C 0.24207 4.66383 3.37720
C -0.71175 4.39406 2.18350
C -1.04958 2.91930 1.93575
P 0.50932 2.29742 1.09227
N 0.96801 2.93540 -0.27295
N -1.11524 2.01282 3.09097
C -2.26724 1.26666 3.23515
O -2.35687 0.34804 4.00910
C -3.33086 1.86494 2.28395
C -4.38039 0.91023 1.68260
O -4.24711 -0.41407 2.21801
C -5.24624 -1.24584 1.86449
F -5.01802 -2.43856 2.43731
F -5.33430 -1.43348 0.53055
F -6.45644 -0.80576 2.29541
C -4.18765 2.75395 3.26852
Br -3.24928 4.15325 4.22718
C -4.93307 1.80259 4.30096
C -6.45252 1.99250 4.19879
Br -4.50092 2.19243 6.17047
C -2.40488 2.56554 1.22549
C -3.25391 3.80445 0.76761
C -2.84054 4.45174 -0.56231
C -3.33095 5.89246 -0.72264
F -3.08953 6.23869 -2.01778
Br -2.37085 7.12420 0.40815
C -4.86060 6.01115 -0.49376
F -5.47663 4.94729 -1.03298
F -5.16566 6.06887 0.80495
Br -5.57913 7.60020 -1.35081
C -2.19803 1.79823 -0.09512
C -1.87331 0.30212 0.09101
C -1.44889 -0.42305 -1.13674
O -2.73841 -0.60717 -0.54576
H 4.78044 0.76481 0.92579
H 3.52191 1.73118 0.19239
H 3.13874 0.58533 1.48086
H 3.31742 2.30952 2.99508
H 5.04275 2.22516 2.67834
H 3.57268 3.84177 0.69169
H 5.14317 4.09097 1.40389
H 3.34270 4.48224 3.58916
H 4.24017 5.70537 2.67746
H 1.81015 4.91277 1.25331
H 2.50540 6.47896 1.52988
H 1.68926 6.07514 4.05376
H 0.55167 6.70012 2.83588
H 0.79746 3.77872 3.69763
H -0.40418 4.92875 4.21820
H -1.57973 5.01727 2.35540
H -0.21447 4.80227 1.30086
H 0.40713 0.90133 1.03093
H 1.47223 2.52760 2.08582
H 0.30990 3.62440 -0.61719
H -0.58113 2.21952 3.92103
H -5.38887 1.28900 1.84186
H -4.27234 0.81700 0.60338
H -4.98734 3.27253 2.74986
H -4.62183 0.77251 4.19356
H -6.75929 2.22286 3.17779
H -6.78162 2.79878 4.84965
H -6.95167 1.08550 4.53397
H -3.27446 4.58810 1.52055
H -4.28000 3.44988 0.65299
H -1.75652 4.49704 -0.66690
H -3.25866 3.93282 -1.42259
H -3.11257 1.73539 -0.68690
H -1.39841 2.22067 -0.69557
H -1.40793 -0.00036 1.02087
H -1.46847 0.11551 -2.07372
H -0.76370 -1.23926 -0.95194
O -1.22278 -4.11989 -2.25199
P -2.17850 -5.19837 -2.52444
O -2.50286 -5.30331 -4.09232
C -1.44242 -5.59018 -5.01466
C -0.98407 -7.03506 -4.95274
O -3.61560 -4.70066 -1.99582
C -3.76078 -3.48304 -1.25381
C -4.19547 -2.34700 -2.14854
O -2.25573 -6.68574 -2.02023
C -3.46636 -7.39794 -1.70651
C -4.39905 -7.58072 -2.88008
H -0.60614 -4.91146 -4.82944
H -1.83730 -5.36566 -6.00440
H -0.50204 -7.25863 -3.99984
H -0.26965 -7.23856 -5.75079
H -1.83203 -7.71278 -5.05459
H -2.83722 -3.24037 -0.73212
H -4.51992 -3.67388 -0.49385
H -3.52470 -2.23582 -3.00292
H -4.21364 -1.41298 -1.59238
H -5.19331 -2.53408 -2.55317
H -3.96731 -6.92595 -0.86350
H -3.12768 -8.37405 -1.35911
H -4.82628 -6.63513 -3.20839
H -5.21661 -8.23945 -2.58424
H -3.87795 -8.02474 -3.72819
O 5.49957 -1.28400 -1.49253
P 6.65142 -2.18776 -1.49416
O 7.23701 -2.39422 -2.97371
C 7.75041 -1.26406 -3.69364
C 9.09116 -0.79036 -3.16501
O 6.07341 -3.67928 -1.27172
C 4.69897 -3.92070 -0.96006
C 3.91906 -4.28694 -2.20394
O 7.91040 -2.28654 -0.56006
C 8.54145 -3.50754 -0.13217
C 9.11881 -4.33406 -1.25638
H 7.01721 -0.45415 -3.66904
H 7.85004 -1.58819 -4.72843
H 8.99832 -0.37664 -2.15963
H 9.50035 -0.01603 -3.81425
H 9.79856 -1.61831 -3.11153
H 4.25934 -3.06044 -0.45720
H 4.68789 -4.75168 -0.25184
H 4.04412 -3.52893 -2.97733
H 2.85635 -4.38727 -1.97894
H 4.27799 -5.23296 -2.61268
H 7.85313 -4.08595 0.48115
H 9.34642 -3.18308 0.52720
H 8.34118 -4.74808 -1.89523
H 9.68768 -5.16221 -0.83163
H 9.78129 -3.73537 -1.88127



# 6
119
Properties=species:S:1:pos:R:3 method="wB97M-V/def2-TZVPD" spin_multiplicity=3 lumo_energy_ev="-0.82 / -0.81" homo_lumo_gap_ev="6.2 / 6.2" homo_energy_ev="-7.025 / -7.018" charge=0
Pr -15.81562 -2.23241 9.47932
C -24.38231 5.06388 15.85046
C -24.12160 3.52469 15.79719
C -25.12782 2.88904 16.84394
C -22.65988 3.33972 16.24287
C -22.19694 3.94811 17.37290
C -20.89876 3.72181 17.79685
C -20.09447 2.77907 17.15363
C -20.48284 2.28898 15.89131
P -19.41064 1.57642 14.62719
C -17.75146 2.20510 15.21129
C -17.26753 3.35742 14.60834
C -16.14252 4.02418 15.11655
C -15.42326 3.51396 16.17093
C -15.70087 2.19043 16.59266
C -16.90974 1.64793 16.18653
C -19.31469 -0.21038 14.86798
C -19.42492 -0.87036 16.08663
C -18.94473 -2.16351 16.21684
C -18.89854 -2.92380 15.05778
C -19.13223 -2.37506 13.77597
C -19.33299 -1.00953 13.70360
C -21.77653 2.52781 15.49676
O -22.09927 2.07191 14.20545
C -23.41930 2.15961 13.75570
C -23.74059 1.37348 12.56830
C -25.07864 1.25163 12.20259
C -26.04252 2.09768 12.76853
C -25.71028 2.89101 13.85021
C -24.38410 2.90841 14.39251
P -22.36466 0.65688 11.58066
C -22.62415 1.51473 9.99906
C -21.78112 2.57097 9.67395
C -21.99810 3.24393 8.47497
C -22.95812 2.81558 7.59412
C -23.84714 1.76538 7.93494
C -23.68934 1.12012 9.16066
C -23.08654 -0.99275 11.37838
C -22.74206 -1.68639 10.23097
C -23.26241 -2.95214 9.92452
C -23.98101 -3.59575 10.92467
C -24.33006 -2.91561 12.12418
C -23.88040 -1.63914 12.38547
H -24.45842 5.46498 16.87332
H -25.28900 5.26658 15.26393
H -23.48937 5.54789 15.31427
H -24.81368 2.99753 17.90034
H -25.13955 1.78114 16.69222
H -26.11963 3.29224 16.78376
H -22.74273 4.74848 17.91590
H -20.37429 4.26525 18.64390
H -19.18042 2.45513 17.66455
H -17.77176 3.77579 13.75933
H -15.82168 4.91159 14.59803
H -14.71270 4.15316 16.73739
H -15.05123 1.66466 17.31282
H -17.16559 0.71657 16.64527
H -19.84983 -0.39020 16.96547
H -18.52550 -2.55609 17.15541
H -18.68340 -4.00806 15.10656
H -19.09590 -3.06297 12.88799
H -19.42725 -0.59503 12.68089
H -25.33833 0.46518 11.47738
H -27.05280 2.20429 12.37538
H -26.45913 3.48498 14.34005
H -20.98641 2.79489 10.37094
H -21.34933 4.01056 8.17250
H -23.12446 3.30886 6.64150
H -24.59517 1.32053 7.24844
H -24.45470 0.40047 9.49016
H -22.03404 -1.22753 9.51504
H -23.11829 -3.38815 8.96561
H -24.35770 -4.59090 10.73890
H -25.03082 -3.45710 12.77699
H -24.03427 -1.09746 13.32026
S -17.30835 -4.50027 10.14827
C -15.82805 -5.14264 10.87755
C -15.98819 -5.68031 12.15030
C -14.98694 -6.42090 12.71373
C -15.24198 -6.90558 14.04880
N -15.41766 -7.22931 15.14388
C -13.79383 -6.66838 12.03214
C -13.50189 -6.03256 10.84047
C -14.49827 -5.17680 10.25432
S -14.15615 -4.39318 8.74740
C -12.92804 -7.68113 12.54311
N -12.31084 -8.47702 13.14368
H -16.79648 -5.36995 12.80605
H -12.48095 -6.13879 10.40559
O -17.20871 1.96170 11.52085
C -17.06285 0.87138 11.01526
N -16.93947 -0.21110 10.45571
C -13.18719 -1.10256 13.72954
N -13.06704 -0.67951 12.39480
C -11.92416 0.01656 12.10339
C -11.61561 0.25615 10.79497
C -12.65535 0.02506 9.86883
N -13.73278 -0.68507 10.20389
C -13.90765 -1.18392 11.43469
O -14.84528 -2.01391 11.68038
N -12.54560 0.48684 8.63641
H -12.40123 -1.89150 13.92681
H -14.14491 -1.60973 13.86193
H -13.00238 -0.29757 14.35202
H -11.26560 0.33781 12.93833
H -10.65498 0.64431 10.41985
H -11.73582 1.06077 8.44375
H -13.23127 0.40047 7.90409
C -17.81385 -2.10545 4.88006
N -18.19129 -1.00011 5.70765
C -17.71122 -0.82720 6.94289
N -18.02889 0.22403 7.75185
O -16.98292 -1.78313 7.41192
H -18.49724 -2.22306 4.05052
H -17.93353 -2.96495 5.55428
H -16.81035 -2.02067 4.47423
H -18.39794 -0.15910 5.23287
H -18.43215 1.06113 7.40065
H -17.59742 0.18015 8.66629